Here is C26H23IrN6S as an isolated structure at a distorted geometry from the Open Molecules 2025 dataset. Energies are from ωB97M-V with the def2-TZVPD basis set.

Cartesian coordinates (Å):
Ir: -0.14924 0.68000 -0.62372
C: 1.05246 3.82340 -1.10172
N: -0.19894 3.26290 -0.57732
C: -0.64274 3.77440 0.72218
C: -1.01154 2.66140 1.65018
N: -0.78824 1.37250 1.39298
C: -1.23274 0.66920 2.48658
C: -1.22544 -0.70050 2.76878
C: -1.74274 -1.11210 3.98048
C: -2.25024 -0.19400 4.90018
C: -2.25934 1.17520 4.64378
C: -1.74234 1.59070 3.42808
N: -1.58184 2.83380 2.84848
C: 1.98946 2.73300 -1.50162
N: 1.59906 1.46480 -1.65692
C: 2.68636 0.78270 -2.15182
C: 2.82336 -0.54440 -2.57522
C: 4.06536 -0.93860 -3.03732
C: 5.15146 -0.06070 -3.06692
C: 5.02696 1.27250 -2.67402
C: 3.77486 1.67940 -2.24042
N: 3.27746 2.89630 -1.82142
H: 0.86556 4.43140 -1.99772
H: 1.54316 4.47430 -0.36962
H: -0.93724 3.41110 -1.25952
H: 0.15626 4.36290 1.19098
H: -1.50414 4.44570 0.61888
H: -0.81654 -1.40590 2.06558
H: -1.74084 -2.16200 4.22748
H: -2.63684 -0.55580 5.83848
H: -2.64744 1.87160 5.36988
H: -1.84884 3.71580 3.26548
H: 1.97096 -1.20940 -2.57862
H: 4.19526 -1.94820 -3.39362
H: 6.10746 -0.42260 -3.41342
H: 5.87146 1.94270 -2.71002
H: 3.81696 3.75040 -1.79182
C: 1.69706 -1.89610 0.24298
C: 0.39546 -2.46450 -0.19452
C: 0.21156 -3.85910 -0.23422
C: -1.02954 -4.37440 -0.49762
C: -2.10784 -3.49090 -0.72292
C: -3.44064 -3.94100 -0.83852
C: -4.47224 -3.03800 -1.01192
C: -4.20274 -1.68660 -1.16632
C: -2.89044 -1.19770 -1.09022
S: -2.60414 0.45470 -1.42362
C: -1.82204 -2.10040 -0.78262
N: -0.58364 -1.62760 -0.51572
H: 1.96426 -2.28230 1.22798
H: 1.65366 -0.79800 0.29338
H: 2.48886 -2.20140 -0.44142
H: 1.05866 -4.49420 -0.02852
H: -1.19844 -5.44180 -0.50792
H: -3.63644 -5.00170 -0.76802
H: -5.48994 -3.39000 -1.04912
H: -5.00824 -0.99270 -1.34672

Summary:
Spin multiplicity: 2
Highest occupied orbital energy (spin up / spin down) in eV: -16.822 / -16.794
Max |F| in eV Å⁻¹: 4.2
Total charge: +3
LUMO (spin up / spin down) in eV: -11.305 / -11.757
Orbital gap (spin up / spin down) in eV: 5.52 / 5.04
Electronic energy in eV: -49924.33196